Molecular formula: C26H42N3W
Method: DFT, ωB97M-V/def2-TZVPD

E: -33927.390 eV
highest occupied orbital energy (alpha / beta): -9.9108 / -10.1417 eV
E_LUMO (alpha / beta): -3.7280 / -3.5138 eV
energy relative to the best compared isomer or geometry (same formula, charge and spin): 0.0 kJ/mol
net charge: +1
largest force on an atom: 6.11 eV/Å
2S+1: 3

Atoms and positions in Å:
C  -0.192724  -0.576827  2.195340
C  -1.420566  -1.040390  1.588213
C  -2.212950  0.116377  1.255285
C  -1.474677  1.274200  1.651448
C  -0.216474  0.856949  2.190274
W  -0.309772  0.066690  0.136003
C  -0.639623  3.096976  -2.582293
C  0.347741  2.545485  -1.803423
H  1.170090  1.930318  -2.224484
C  0.242351  2.375676  -0.370482
H  -0.458849  3.060430  0.136381
H  1.202758  2.349762  0.195035
C  -0.608215  2.504453  -4.010745
H  -0.076450  1.527704  -4.029293
H  -1.618514  2.220215  -4.350242
H  -0.143756  3.124327  -4.800410
C  -2.082028  3.061689  -1.976344
H  -2.167804  2.205310  -1.272741
H  -2.449192  3.971725  -1.465953
H  -2.818145  2.763720  -2.733916
C  -1.895309  -2.455317  1.596790
H  -1.056250  -3.161831  1.601684
H  -2.501430  -2.653406  2.496959
H  -2.512556  -2.674420  0.722740
C  -3.598598  0.108409  0.687868
H  -3.694001  -0.595014  -0.151649
H  -4.323230  -0.162669  1.474461
H  -3.879276  1.108131  0.329191
C  -2.049561  2.655039  1.747223
H  -2.632907  2.940912  0.858146
H  -2.735148  2.690061  2.611902
H  -1.279699  3.420603  1.916027
C  0.800986  1.731837  2.865026
H  0.855282  2.734300  2.419408
H  0.524545  1.840115  3.926248
H  1.813150  1.301470  2.828766
C  0.696434  -1.392791  3.080477
H  1.750959  -1.087855  3.011091
H  0.385699  -1.243227  4.128337
H  0.627439  -2.467638  2.868806
C  -1.382936  -1.498439  -1.540946
C  -1.685305  -0.763358  -2.763538
C  -2.194786  -2.703851  -1.586098
C  -3.020430  -0.548017  -3.087423
H  -1.188013  0.003160  -3.371405
C  -3.396044  -2.734461  -2.304744
H  -1.780395  -3.567027  -1.057480
C  -3.934921  -1.572168  -2.974194
H  -3.220634  0.441742  -3.510304
H  -3.896770  -3.667575  -2.449807
H  -4.875855  -1.481194  -3.546115
C  3.827191  1.429360  0.399922
N  3.883305  -0.031636  0.435630
C  5.222762  -0.596680  0.410793
C  2.761375  -0.760847  0.270566
N  1.669582  -0.146679  -0.272210
N  2.713588  -2.066233  0.547711
C  3.638057  -2.725188  1.464574
C  1.620158  -2.873546  0.018878
H  4.842286  1.791893  0.587749
H  3.163060  1.829863  1.181763
H  3.500062  1.808640  -0.582494
H  5.587448  -0.817839  1.422524
H  5.275363  -1.490744  -0.219927
H  5.884199  0.159959  -0.021053
H  1.974551  0.516607  -0.978732
H  3.842057  -2.109637  2.356095
H  3.170590  -3.659056  1.799646
H  4.581707  -2.988139  0.963904
H  0.743054  -2.827880  0.678792
H  1.336472  -2.511585  -0.972671
H  1.969489  -3.910945  -0.046559

Atoms 1-6, force components in eV/Å:
-0.9 0.0 1.2
-1.0 0.3 1.8
-0.7 -0.2 1.1
-0.8 -0.1 0.6
-0.1 -0.2 1.0
0.6 0.4 -6.1

***

Molecular formula: C26H42O4
Method: DFT, ωB97M-V/def2-TZVPD

E: -35833.073 eV
highest occupied orbital energy: -8.0181 eV
SMILES: C=C1/C(=C\C=C2/CCC[C@]3(C)[C@@H]([C@H](C)OCCC(C)(C)O)CC[C@@H]23)C[C@@H](O)C[C@@H]1O
E_LUMO: 0.6902 eV
energy relative to the best compared isomer or geometry (same formula, charge and spin): 4.0 kJ/mol
net charge: 0
largest force on an atom: 0.71 eV/Å
2S+1: 1

Atoms and positions in Å:
C  -2.289961  1.411951  -4.263156
C  -3.166865  0.457965  -3.980749
C  -4.035778  0.467412  -2.793271
C  -3.593208  0.587475  -1.531236
C  -2.208487  0.669888  -1.144307
C  -1.735054  0.892866  0.088021
C  -2.561812  1.154643  1.316027
C  -2.243135  0.140464  2.421893
C  -0.744827  0.058847  2.719289
C  0.055946  -0.217718  1.444397
C  -0.299408  -1.591220  0.870477
C  1.584548  -0.030695  1.576058
C  2.403334  -1.224866  2.100671
C  2.062458  -1.599556  3.546871
O  3.797615  -1.018275  1.925444
C  4.387340  0.048526  2.642755
C  5.895673  -0.187576  2.653752
C  6.663488  0.788701  3.556864
C  8.144514  0.388587  3.586205
C  6.534527  2.236482  3.065801
O  6.104582  0.665274  4.857280
C  2.046437  0.377146  0.154887
C  0.783792  0.725284  -0.650763
C  -0.277538  0.903370  0.427956
C  -5.494066  0.290285  -3.109807
C  -5.722277  -0.962266  -3.961505
O  -7.098235  -1.012490  -4.277820
C  -4.852706  -0.905022  -5.220330
C  -3.364566  -0.751046  -4.868659
O  -2.848654  -1.913914  -4.248505
H  -2.168394  2.270671  -3.625071
H  -1.677933  1.372345  -5.148581
H  -4.331766  0.582965  -0.740620
H  -1.501675  0.523790  -1.948859
H  -3.628668  1.128999  1.099474
H  -2.324876  2.158785  1.682438
H  -2.610186  -0.842185  2.122209
H  -2.775803  0.425325  3.332282
H  -0.575113  -0.720328  3.462690
H  -0.414672  1.007520  3.151404
H  -0.278360  -2.349004  1.650167
H  0.400330  -1.882440  0.093801
H  -1.294111  -1.574566  0.432139
H  1.754701  0.806557  2.262276
H  2.223402  -2.096879  1.462690
H  1.140222  -2.170846  3.579930
H  1.948806  -0.718614  4.173834
H  2.861750  -2.217214  3.950622
H  4.154574  1.005918  2.156648
H  4.030835  0.078670  3.676842
H  6.062773  -1.201186  3.019857
H  6.279314  -0.126522  1.635763
H  8.566200  0.423221  2.585920
H  8.248489  -0.620959  3.976203
H  8.710196  1.066131  4.224655
H  5.508455  2.578145  3.170293
H  7.175441  2.892520  3.653519
H  6.827944  2.310233  2.022782
H  6.607346  1.226434  5.457925
H  2.718613  1.233659  0.206959
H  2.602851  -0.438001  -0.306409
H  0.519698  -0.088369  -1.324270
H  0.914456  1.627544  -1.247355
H  -0.071054  1.855941  0.934696
H  -6.088955  0.220204  -2.198546
H  -5.857085  1.147654  -3.684035
H  -5.451993  -1.856444  -3.372075
H  -7.255599  -1.754827  -4.871083
H  -5.164586  -0.053195  -5.828163
H  -4.983678  -1.818671  -5.806528
H  -2.784358  -0.646300  -5.791629
H  -3.145064  -1.925173  -3.330670

Atoms 1-6, force components in eV/Å:
-0.1 0.0 0.0
0.3 -0.1 -0.2
-0.2 0.1 0.4
-0.4 -0.1 -0.2
0.5 0.1 0.3
0.0 0.3 -0.1

***

Molecular formula: C26H43BF10N3O16Ti
Method: DFT, ωB97M-V/def2-TZVPD

E: -115859.893 eV
highest occupied orbital energy (alpha / beta): -6.6054 / -11.0444 eV
E_LUMO (alpha / beta): -0.0596 / -0.3734 eV
net charge: 0
largest force on an atom: 2.37 eV/Å
2S+1: 4

Atoms and positions in Å:
Ti  -2.858122  -0.795481  -0.406737
B  -0.122603  -1.109024  -0.424330
F  -0.978260  -2.242387  -0.276746
F  -0.191129  -0.361326  0.745511
F  1.186724  -1.521345  -0.635622
F  -0.555600  -0.362891  -1.526306
C  2.446190  -0.758926  2.449499
C  3.338720  -1.080205  3.624381
O  4.477013  -0.175893  3.579443
C  5.533339  -0.577409  2.936870
O  5.628883  -1.568965  2.277006
C  6.771858  0.362296  3.112361
F  7.875218  -0.348520  3.296323
F  6.915526  1.067381  1.986444
F  6.607840  1.198032  4.132471
H  3.089406  -0.599520  1.582593
H  1.943173  0.178218  2.688229
H  1.729422  -1.525563  2.165831
H  3.716096  -2.099628  3.647576
H  2.763239  -0.887169  4.527396
C  -1.141529  2.608967  2.526360
C  -2.174351  2.903374  3.592961
O  -2.599988  4.256020  3.435178
C  -2.007121  5.219186  4.153982
O  -1.133853  5.107039  4.940316
C  -2.619223  6.608242  3.795936
F  -3.365025  6.518214  2.688833
F  -3.393105  7.010978  4.804730
F  -1.674460  7.510166  3.608620
H  -1.520942  2.821026  1.525709
H  -0.972005  1.531223  2.460412
H  -0.190203  3.106566  2.701998
H  -1.803991  2.675841  4.595247
H  -3.014128  2.215077  3.484380
C  -6.477984  0.680116  1.399718
O  -5.681735  0.189091  2.465859
C  -4.388719  0.041330  2.278423
O  -3.761050  0.507875  1.331109
O  -3.900165  -0.695924  3.238394
C  -2.483495  -0.935787  3.288846
H  -5.880176  1.237562  0.679702
H  -7.259605  1.308143  1.820329
H  -6.972436  -0.123450  0.851833
H  -2.308961  -1.621029  4.111557
H  -1.974909  0.007955  3.449427
H  -2.144174  -1.412485  2.369409
C  0.992146  3.890749  -5.346980
O  1.887244  4.596232  -4.496932
C  1.890324  4.374562  -3.182326
O  2.430137  5.071171  -2.381047
O  1.295908  3.216193  -2.873840
C  1.436961  2.601946  -1.608608
H  1.225224  2.828613  -5.439817
H  1.028391  4.314834  -6.344901
H  -0.001343  3.978268  -4.913850
H  1.083180  1.575232  -1.668468
H  0.812661  3.107856  -0.868854
H  2.463043  2.624505  -1.243857
C  -3.794697  3.680119  0.189607
O  -2.721758  3.713823  -0.751191
C  -2.425274  2.601808  -1.385969
O  -2.774719  1.484510  -1.074398
O  -1.710632  2.896732  -2.452428
C  -1.496719  1.849217  -3.393568
H  -3.769184  4.586441  0.786046
H  -3.764861  2.826398  0.863410
H  -4.740673  3.659715  -0.352775
H  -1.109455  2.260192  -4.315551
H  -2.425926  1.319400  -3.605870
H  -0.782909  1.106867  -3.043449
C  4.124041  -7.876869  0.861408
O  4.370037  -6.689637  0.113079
C  3.529321  -5.687995  0.251029
O  2.465615  -5.688769  0.824315
O  4.097704  -4.609701  -0.282933
C  3.295653  -3.468092  -0.484555
H  3.615416  -7.590775  1.787237
H  5.042690  -8.424434  1.013611
H  3.326922  -8.475066  0.412440
H  2.635434  -3.299426  0.370513
H  2.531448  -3.525967  -1.264637
H  3.943975  -2.612393  -0.630646
C  -0.680856  -5.091709  -1.089882
C  -2.139021  -5.117167  -1.330547
N  -3.271452  -5.171529  -1.507871
H  -0.351591  -6.094534  -1.354621
H  -0.396286  -4.799856  -0.084349
H  -0.266742  -4.322437  -1.739873
C  2.071822  -0.775802  -4.179277
C  1.838296  -1.685177  -5.299259
N  1.688396  -2.394329  -6.187930
H  1.564396  0.173478  -4.348720
H  3.144113  -0.573009  -4.192847
H  1.768671  -1.198871  -3.223841
C  -1.627277  -2.322189  -3.780710
C  -2.473908  -2.781969  -4.856488
N  -3.120632  -3.142123  -5.730542
H  -1.941554  -2.929032  -2.915922
H  -1.648724  -1.271184  -3.523952
H  -0.636577  -2.785814  -3.800077

Atoms 1-6, force components in eV/Å:
0.1 0.7 0.2
1.9 -0.1 0.4
-1.0 0.3 -0.2
-0.5 0.2 0.1
-0.2 -0.1 -0.2
-0.4 0.0 -0.2

***

> The lowest largest force on an atom belongs to which entry?

C26H42O4

***

> Look up the 2S+1 of the first one.

3

***

> What is the E in the third record?

-115859.893 eV